1.
Molecular formula: C3H5NO3
Method: DFT, wB97M-V/def2-TZVPD

## Properties
HOMO level = -10.541 eV
Net charge = 0
Relative energy (zero: lowest compared OMol25 entry of this formula, charge and spin) = 37.4 kcal per mole
SMILES string = CC(=O)O.N#CO
Molar mass = 103.1 g/mol

Structure (XYZ):
```
12
Properties=species:S:1:pos:R:3:forces:R:3:mulliken_charge:R:1
C -1.85338 -0.83749 0.00783 -0.1 -0.2 -0.8 -0.8687
C -0.91120 0.33058 -0.00244 0.0 0.1 2.4 0.7065
O 0.22548 0.29260 0.43581 -0.2 -0.2 -1.1 -0.6629
O -1.55433 1.47934 -0.18910 -0.2 0.3 -0.6 -0.4346
H -1.94496 -1.23715 1.01644 0.2 0.2 0.1 0.2565
H -1.47731 -1.63279 -0.63110 0.1 -0.1 0.0 0.2885
H -2.84266 -0.54939 -0.33391 0.0 0.0 -0.1 0.3049
H -0.96992 2.24059 -0.04090 0.2 -0.3 0.0 0.3637
N 3.86084 1.23999 0.04826 -0.4 0.5 -0.1 -0.4294
C 3.12794 0.35994 -0.08608 1.2 0.2 0.4 0.4913
O 2.64913 -0.81445 -0.20500 -0.9 -1.1 -0.3 -0.4533
H 1.69037 -0.87177 -0.01980 0.1 0.5 0.1 0.4374
```
Forces are in eV/Å.

***

2.
Molecular formula: C2H8NS
Method: DFT, wB97M-V/def2-TZVPD

## Properties
HOMO level (spin up / spin down) = -8.730 / -17.001 eV
<S²> = 2.00
Net charge = +1
Relative energy (zero: lowest compared OMol25 entry of this formula, charge and spin) = 14.2 kcal per mole
2S+1 = 3
Molar mass = 78.2 g/mol

Structure (XYZ):
```
12
Properties=species:S:1:pos:R:3:forces:R:3:lowdin_spin:R:1
C 0.88571 -0.89002 0.72972 0.1 0.0 -2.8 0.0545
C -0.74118 0.95887 -0.34050 4.9 3.0 0.7 0.3094
N 0.64076 0.12372 -0.44539 -2.2 -0.6 -1.3 0.0708
S -2.02423 -0.04745 0.39747 -4.1 0.1 5.3 1.3519
H 1.21408 -0.19779 1.44587 0.5 0.1 1.7 0.0043
H -0.05380 -1.40981 0.97415 0.6 0.1 0.0 0.0299
H 1.68068 -1.58406 0.33592 -0.9 0.7 0.8 0.0025
H -0.45152 1.86461 0.43578 -0.9 -2.3 -1.6 0.0144
H -0.96193 1.45900 -1.26012 -0.1 0.0 -1.2 0.0334
H 0.77130 -0.31478 -1.39672 -0.3 0.6 1.3 0.0077
H 1.16618 0.97172 -0.39416 1.6 0.1 0.0 0.0148
H -2.12605 -0.93400 -0.48203 0.5 -2.0 -3.0 0.1064
```
Forces are in eV/Å.

***

3.
Molecular formula: C3Br3Hg2O9Sr3
Method: DFT, wB97M-V/def2-TZVPD

## Properties
HOMO level = -9.107 eV
Net charge = +1
Molar mass = 1083.8 g/mol

Structure (XYZ):
```
20
Properties=species:S:1:pos:R:3:forces:R:3:mulliken_charge:R:1
Hg -0.73083 -2.61431 -2.91038 0.6 1.9 1.3 1.2812
Hg -0.20552 -0.32493 0.42015 0.6 1.2 -0.4 1.2041
Sr -0.06927 3.37889 3.58904 1.5 -2.8 -1.3 1.4673
Sr -0.80587 -4.35546 3.19724 0.8 1.8 -2.5 1.6691
Sr -0.53442 3.38549 -1.28670 1.9 -2.9 -0.2 1.5803
C -0.12882 0.64264 -3.02722 0.6 4.6 -1.6 0.5272
O -0.02741 1.70820 -3.63292 -0.4 2.8 -3.7 -0.7923
O -0.30130 -0.41889 -3.53603 -1.6 -8.1 -6.0 -0.6992
O -0.02750 0.74988 -1.87493 0.6 0.4 12.1 -0.4404
C 1.49780 2.54120 0.90464 7.1 6.4 -0.6 0.7532
O 0.51474 1.91100 0.77084 -9.6 -5.7 -0.5 -0.6324
O 2.17555 2.56935 1.96493 -0.4 0.5 2.3 -0.7922
O 1.76282 3.38002 -0.06862 -0.7 0.6 -0.5 -0.9034
C -0.57972 -3.01252 0.42624 1.4 2.6 0.1 1.1275
O -0.52341 -4.16268 0.25438 -0.5 -9.9 1.2 -0.6962
O -0.25246 -2.45141 1.50569 -0.5 0.8 4.2 -0.8349
O -0.79980 -2.30368 -0.55943 -1.4 4.1 -4.1 -0.7519
Br -2.96669 0.63273 -0.16419 1.0 0.4 0.2 -0.6760
Br 2.95599 -1.46927 0.07682 -1.2 0.2 0.1 -0.6512
Br -0.95388 0.21378 3.95045 0.2 1.1 0.0 -0.7398
```
Forces are in eV/Å.

***

4.
Molecular formula: C8H3Cl2N3O2
Method: DFT, wB97M-V/def2-TZVPD

## Properties
HOMO level = -10.426 eV
Net charge = 0
SMILES string = N#CC1=C(C#N)C(=O)C(Cl)=C(Cl)C1=O.N
Molar mass = 244.0 g/mol

Structure (XYZ):
```
18
Properties=species:S:1:pos:R:3:forces:R:3:mulliken_charge:R:1
N 0.37033 3.45181 0.54140 -0.7 -2.5 0.0 -0.4707
C 0.04389 2.32783 0.53732 0.8 2.9 0.0 -0.2256
C -0.35913 0.96626 0.53851 1.1 -0.8 -0.4 0.6083
C 0.56021 -0.04074 0.42913 -1.2 1.3 1.3 0.7041
C 1.94474 0.22287 0.60042 3.2 0.7 0.1 0.0823
N 3.08647 0.44130 0.74376 -2.7 -0.5 -0.3 -0.4564
C 0.16121 -1.44574 0.66007 1.0 -1.4 0.2 0.1985
O 1.01694 -2.29980 0.86985 -1.5 1.2 -0.4 -0.5359
C -1.30153 -1.71621 0.69364 -0.8 0.6 0.0 0.3030
Cl -1.75508 -3.34785 0.82923 0.0 -0.1 0.0 -0.1140
C -2.22402 -0.71178 0.64700 0.6 -0.8 -0.1 0.1259
Cl -3.89688 -1.00720 0.64228 0.0 0.0 0.1 -0.1112
C -1.81171 0.71792 0.58659 -1.3 1.1 0.1 0.4340
O -2.60882 1.65069 0.60424 1.2 -1.6 -0.1 -0.5725
N 1.46842 0.15646 -2.06314 0.4 -0.1 -0.4 -0.6881
H 1.20869 0.07973 -3.04617 0.1 0.0 0.3 0.2138
H 2.20921 -0.52584 -1.88603 -0.2 0.3 -0.2 0.2520
H 1.88707 1.08028 -1.92810 -0.1 -0.3 -0.1 0.2522
```
Forces are in eV/Å.

***

5.
Molecular formula: C37H47N3O4
Method: DFT, wB97M-V/def2-TZVPD

## Properties
HOMO level = -7.143 eV
Net charge = 0
Relative energy (zero: lowest compared OMol25 entry of this formula, charge and spin) = 2.2 kcal per mole
Molar mass = 597.8 g/mol

Structure (XYZ):
```
91
Properties=species:S:1:pos:R:3:forces:R:3:mulliken_charge:R:1
C -5.66108 -1.15694 -1.55275 0.0 -0.1 -0.2 -1.4148
C -4.93931 -2.10473 -2.50275 0.1 0.1 0.3 -0.2403
C -3.75766 -2.79115 -1.82099 -0.1 -0.1 -0.3 0.0074
C -2.90964 -3.62080 -2.78562 0.0 0.1 0.1 -0.9007
H -3.56875 -4.21667 -3.42076 0.0 -0.1 0.0 0.4458
H -2.28936 -4.31025 -2.20867 0.0 -0.1 -0.1 0.4481
C -1.99032 -2.77591 -3.68502 -0.2 -0.2 -0.1 -1.3167
C -0.95212 -2.08274 -2.84945 0.5 -0.4 0.0 1.1983
C 0.07829 -2.84055 -2.39784 -0.4 0.2 -0.2 -0.9855
C 1.05696 -2.36195 -1.46046 0.4 -0.5 0.1 0.2787
O 2.00445 -2.98709 -1.04007 -0.2 0.3 -0.2 -0.7352
O 0.85870 -1.10259 -0.97908 0.1 0.0 0.1 -0.3544
C -0.13332 -0.29547 -1.41055 -0.8 0.6 -0.4 -0.2225
C -0.18508 0.96110 -0.80350 0.1 -0.1 0.1 0.7250
C -1.14928 1.86526 -1.24852 0.1 -0.5 -0.1 -0.0575
C -1.99648 1.51970 -2.30069 -0.3 0.3 -0.1 -0.4782
C -1.95083 0.26958 -2.88966 0.3 0.0 0.2 0.8395
C -1.04196 -0.70832 -2.41359 0.1 0.3 0.1 0.1590
O -2.74005 -0.04976 -3.95116 0.3 -0.1 0.2 -0.4000
C -3.59343 0.92526 -4.50169 -0.2 0.2 -0.1 -1.1736
H -3.03590 1.80108 -4.84679 0.0 0.0 0.0 0.4444
H -4.36678 1.23441 -3.79148 0.0 0.0 0.0 0.3763
H -4.06740 0.44510 -5.35713 0.0 0.1 0.1 0.2746
H -2.70409 2.24614 -2.65978 -0.1 0.1 -0.1 0.7112
O -1.19509 3.06508 -0.62291 0.1 -0.5 0.0 -0.3012
C -2.01327 4.08715 -1.13397 -0.2 0.2 -0.1 -1.1214
H -1.76882 4.31652 -2.17565 0.0 0.0 0.0 0.4104
H -3.07694 3.83820 -1.05110 0.1 0.0 0.0 0.3231
H -1.80227 4.96074 -0.51922 0.0 0.0 -0.1 0.2749
C 0.80018 1.33868 0.28043 -0.1 0.1 0.1 0.9149
C 1.55493 2.57323 -0.15816 0.2 0.0 0.0 -1.0879
C 2.37483 2.47824 -1.27707 -0.1 0.1 0.2 -0.8914
C 3.08820 3.55848 -1.75162 0.2 0.0 -0.1 -0.6742
C 3.01211 4.80789 -1.12274 -0.2 -0.1 0.0 1.2958
C 2.18790 4.89732 0.00416 0.1 0.2 0.1 -0.6514
C 1.47625 3.80698 0.46794 0.1 -0.2 -0.1 -0.5824
H 0.85024 3.93851 1.33629 -0.1 0.0 0.1 0.4972
H 2.09035 5.82852 0.53828 0.0 0.1 0.0 0.2855
N 3.68589 5.91066 -1.61774 0.2 0.3 -0.1 0.0342
C 3.80486 7.08472 -0.78563 -0.1 0.0 0.1 -1.1065
H 4.29370 6.87256 0.17384 0.0 0.0 0.0 0.3506
H 4.38871 7.83887 -1.30919 0.0 0.0 0.0 0.3545
H 2.81796 7.50735 -0.58862 0.0 0.1 0.1 0.2899
C 4.72135 5.70946 -2.60399 -0.1 -0.1 0.0 -1.1084
H 4.29619 5.27745 -3.51144 0.1 0.0 0.0 0.2887
H 5.52335 5.05211 -2.24463 0.0 0.0 0.0 0.3566
H 5.15709 6.67078 -2.86839 0.0 0.0 0.0 0.3491
H 3.71172 3.41606 -2.61890 0.1 0.0 -0.1 0.3245
H 2.46246 1.52818 -1.78587 0.0 -0.1 -0.1 0.4116
C 0.09780 1.46648 1.63642 0.0 -0.3 -0.1 -1.2807
H 0.81157 1.84478 2.36871 0.0 0.1 0.1 0.6065
H -0.72723 2.17552 1.56864 0.0 0.1 0.1 0.5016
C -0.46102 0.11991 2.09975 0.0 0.2 0.1 -2.1799
N 0.53988 -0.93015 2.11425 -0.1 0.0 0.1 0.9753
C 1.53280 -0.75444 3.15887 0.2 -0.1 0.0 -0.3704
C 2.58958 -1.85460 3.03015 0.0 0.3 0.2 -1.7257
N 2.00156 -3.16685 3.16513 0.3 0.0 -0.3 0.0931
C 1.82669 -3.75091 4.40606 0.1 -0.2 0.3 1.0295
C 1.34248 -5.06363 4.50489 -0.1 0.0 -0.1 -0.2174
C 1.22109 -5.69514 5.72440 0.0 0.0 0.0 -0.7056
C 1.58483 -5.05183 6.89609 0.0 0.0 0.2 -0.4519
C 2.07936 -3.76273 6.81760 0.0 -0.1 0.1 -0.8027
C 2.19709 -3.11943 5.60055 0.0 0.2 -0.2 -0.3659
H 2.57515 -2.10911 5.59433 0.0 0.1 0.0 0.2058
H 2.37152 -3.24087 7.71848 0.0 0.0 0.0 0.3582
H 1.48848 -5.54818 7.84987 0.0 0.0 0.1 0.3841
H 0.84456 -6.70793 5.75978 0.0 -0.1 0.0 0.3589
H 1.07825 -5.60819 3.61154 0.0 0.0 -0.1 0.3834
C 1.01750 -3.33828 2.11807 -0.4 0.0 -0.1 -0.9386
C -0.05765 -2.24829 2.21411 0.1 -0.3 -0.1 -0.9575
H -0.76966 -2.37013 1.39271 0.0 0.0 0.0 0.4073
H -0.60687 -2.37177 3.16916 0.0 0.0 -0.1 0.4113
H 0.54053 -4.31398 2.18260 0.1 0.0 0.0 0.3441
H 1.53132 -3.26048 1.15627 -0.1 -0.1 0.1 0.2696
H 3.39175 -1.71794 3.75475 0.0 0.0 0.0 0.5326
H 3.01924 -1.80000 2.02494 0.0 0.1 0.1 0.4707
H 2.01075 0.21843 3.03785 0.0 0.0 0.1 0.3825
H 1.06825 -0.79666 4.16282 0.0 0.1 0.0 0.4285
H -0.92909 0.24628 3.09555 0.0 0.0 -0.1 0.5328
H -1.24615 -0.18917 1.40281 0.0 0.0 0.1 0.4473
H 1.51311 0.51468 0.36991 -0.1 0.1 0.0 0.8928
H 0.18939 -3.86916 -2.70310 0.0 -0.1 0.0 0.5336
H -1.48276 -3.45071 -4.37751 0.0 0.1 0.0 0.4794
H -2.57762 -2.07201 -4.26146 0.1 -0.1 0.0 0.3126
H -4.14029 -3.44614 -1.03422 0.0 0.0 0.1 0.5231
H -3.12865 -2.03816 -1.34073 0.0 0.0 0.1 -0.2742
H -5.63876 -2.86322 -2.86216 0.0 0.0 -0.1 0.4164
H -4.58520 -1.54461 -3.36718 0.0 0.0 -0.1 0.0919
H -6.50512 -0.68196 -2.04860 -0.1 0.1 0.0 0.3869
H -6.03368 -1.69558 -0.68411 -0.1 0.0 0.1 0.4119
H -4.98224 -0.38036 -1.20410 0.1 0.1 0.1 0.2332
```
Forces are in eV/Å.